Record 1
{"formula": "C3H9NO2", "method": "the ωB97M-V functional and the def2-TZVPD basis", "species": ["O", "C", "C", "N", "C", "O", "H", "H", "H", "H", "H", "H", "H", "H", "H"], "xyz": [[1.805, -0.253, -2.162], [0.370, -0.042, -1.904], [0.480, -0.006, -0.318], [-0.871, -0.276, 0.283], [-0.653, -0.219, 1.814], [-1.642, 0.645, 2.241], [2.086, 0.552, -2.713], [-0.213, -0.870, -2.310], [-0.138, 0.837, -2.121], [0.838, 1.015, 0.034], [1.300, -0.721, 0.051], [-1.350, -1.185, 0.253], [0.339, 0.136, 2.142], [-0.829, -1.218, 2.295], [-1.522, 1.604, 2.414]], "forces_ev_per_a": [[-0.6460, 2.9852, -2.6877], [2.4805, -2.2752, 3.7975], [-1.0072, -1.5830, -0.4215], [1.9767, 0.1230, 3.1233], [-0.6335, 0.7666, -1.3541], [-1.8237, 0.9302, 1.9226], [-0.2937, -1.9562, 1.0589], [0.1788, -0.1814, 0.2672], [-0.1187, 2.0075, -1.2967], [-0.7540, -1.0568, -0.5937], [-1.1813, 0.7057, -0.7876], [1.0453, 0.2137, -1.3947], [-0.1021, -0.2155, -0.6298], [0.0088, 0.8311, -0.4779], [0.8702, -1.2950, -0.5258]], "e_homo_ev": -9.049, "energy_ha": -324.8517, "smiles": "OCCNCO", "homo_lumo_gap_ev": 9.922, "e_above_lowest_kj_mol": 317.45, "multiplicity": 1}

Record 2
{"formula": "CH3N3O2", "method": "the ωB97M-V functional and the def2-TZVPD basis", "species": ["C", "N", "N", "N", "O", "O", "H", "H", "H"], "xyz": [[-0.444, -1.049, 0.045], [0.813, -1.182, 0.186], [-1.217, 0.140, 0.148], [0.991, 0.925, -0.539], [1.595, -0.098, 0.071], [-0.537, 1.206, 0.615], [-0.991, -1.950, 0.280], [-1.747, 0.320, -0.657], [1.538, 1.689, -0.150]], "forces_ev_per_a": [[-1.3994, 1.0239, 1.1485], [0.5721, -1.2104, -0.0115], [1.9404, -0.4783, 1.7837], [-1.2155, 0.6939, 1.2083], [-0.0690, 0.7065, 0.2660], [1.2095, -1.5498, -2.0902], [-0.1891, -0.2474, -0.6915], [-1.1517, 0.5333, -1.2561], [0.3026, 0.5284, -0.3572]], "e_homo_ev": [-9.632, -9.634], "energy_ha": -354.3960, "homo_lumo_gap_ev": [9.273, 9.276], "e_above_lowest_kj_mol": 755.10, "multiplicity": 1}

Record 3
{"formula": "C4H8O2", "method": "the ωB97M-V functional and the def2-TZVPD basis", "species": ["C", "O", "C", "C", "O", "C", "H", "H", "H", "H", "H", "H", "H", "H"], "xyz": [[-1.701, 0.788, 0.179], [-1.605, -0.639, 0.218], [-0.443, -1.214, 0.116], [0.976, -0.696, 0.284], [1.800, -1.632, 0.549], [1.433, 0.425, -0.670], [-1.406, 1.167, -0.800], [-2.745, 1.013, 0.386], [-1.051, 1.208, 0.957], [0.528, -0.173, 1.255], [-0.529, -2.295, 0.251], [2.398, 0.785, -0.304], [0.751, 1.276, -0.762], [1.594, -0.013, -1.659]], "forces_ev_per_a": [[0.0047, 0.2365, 0.0291], [0.3250, -0.2346, -0.1319], [-0.0642, 0.0357, 0.2313], [-0.5253, 0.2962, -0.3044], [0.1951, -0.1606, 0.0863], [0.0522, 0.0725, -0.0443], [-0.0608, -0.0727, 0.1453], [0.1428, 0.0103, -0.0455], [-0.0805, -0.0407, -0.1164], [0.0794, -0.0557, 0.0173], [-0.0003, 0.0717, -0.0255], [-0.1353, -0.0706, -0.0149], [0.0856, -0.1289, 0.0484], [-0.0184, 0.0409, 0.1251]], "e_homo_ev": [-8.064, -8.063], "energy_ha": -307.5468, "homo_lumo_gap_ev": [7.666, 7.663], "e_above_lowest_kj_mol": 434.80, "multiplicity": 1}

Record 4
{"formula": "C4H5NO", "method": "the ωB97M-V functional and the def2-TZVPD basis", "species": ["N", "C", "C", "O", "C", "C", "H", "H", "H", "H", "H"], "xyz": [[0.494, 0.599, -0.946], [-0.468, 0.506, 0.138], [-0.594, -0.989, 0.293], [-0.208, -1.114, 1.485], [0.212, 0.491, 1.542], [0.916, -0.578, -1.296], [0.906, 1.500, -1.190], [-1.374, 1.098, -0.037], [-1.083, -1.805, -0.237], [-0.535, 0.824, 2.282], [1.735, -0.532, -2.032]], "forces_ev_per_a": [[0.0952, -0.3137, -0.0197], [-0.0148, 0.0178, -0.0962], [-0.0854, -0.1429, 0.1664], [0.0298, 0.0638, -0.1654], [-0.2617, 0.0355, 0.0909], [0.0338, 0.4305, -0.0508], [-0.0541, -0.1295, -0.0717], [0.1491, -0.0637, 0.0922], [0.0351, 0.1739, 0.0342], [0.1420, -0.0696, -0.1077], [-0.0689, -0.0020, 0.1277]], "e_homo_ev": -7.476, "energy_ha": -285.1584, "homo_lumo_gap_ev": 8.024, "e_above_lowest_kj_mol": 672.56, "multiplicity": 1}

Record 5
{"formula": "H5N3S", "method": "the ωB97M-V functional and the def2-TZVPD basis", "species": ["N", "N", "N", "S", "H", "H", "H", "H", "H"], "xyz": [[-0.632, -0.665, 0.986], [-0.112, -0.263, -0.201], [1.486, -0.015, 0.064], [-0.874, 0.989, -1.109], [-0.999, 0.045, 1.612], [-1.254, -1.453, 0.870], [1.809, 0.418, -0.799], [1.525, 0.697, 0.793], [-0.950, 0.246, -2.217]], "forces_ev_per_a": [[-0.4711, -0.3185, 0.7483], [3.6311, 0.4593, -0.0809], [-2.8798, -0.5330, -0.5238], [0.1625, -0.0767, 0.3494], [-0.0617, 0.0384, -0.2464], [0.0279, 0.1869, 0.0351], [-0.1463, 0.0711, 0.0192], [-0.1230, 0.0892, -0.1127], [-0.1396, 0.0834, -0.1882]], "e_homo_ev": -9.164, "energy_ha": -565.3403, "smiles": "NN(N)S", "homo_lumo_gap_ev": 10.097, "e_above_lowest_kj_mol": 138.59, "multiplicity": 1}

Record 6
{"formula": "C2H6N4", "method": "the ωB97M-V functional and the def2-TZVPD basis", "species": ["H", "N", "C", "N", "C", "N", "N", "H", "H", "H", "H", "H"], "xyz": [[-0.546, 0.983, -2.048], [-0.900, 1.288, -1.145], [-0.449, 0.626, -0.159], [-0.927, 0.870, 1.097], [0.562, -0.486, -0.259], [0.449, -1.466, 0.686], [1.505, -0.535, -1.109], [1.558, 0.276, -1.720], [-1.488, 1.704, 1.181], [-0.327, 0.654, 1.875], [1.029, -2.275, 0.527], [-0.464, -1.637, 1.074]], "forces_ev_per_a": [[0.0926, -0.1881, 0.2098], [-0.0581, 0.1557, -0.0514], [-0.0775, 0.2028, -0.6052], [-0.0614, -0.0593, 0.4616], [0.3741, 0.1639, -0.4942], [-0.1653, -0.2206, 0.3806], [0.0954, -0.1058, -0.0968], [-0.2048, 0.0486, 0.2093], [0.0255, -0.0380, -0.0049], [-0.0114, 0.0375, 0.0008], [-0.0253, 0.0369, 0.0064], [0.0161, -0.0336, -0.0162]], "e_homo_ev": -9.493, "energy_ha": -298.8424, "smiles": "[H]/N=C(N)\\C(N)=N/[H]", "homo_lumo_gap_ev": 10.398, "e_above_lowest_kj_mol": 17.03, "multiplicity": 1}

Record 7
{"formula": "C33H64N6OP", "method": "the ωB97M-V functional and the def2-TZVPD basis", "species": ["C", "C", "C", "C", "C", "C", "C", "C", "P", "C", "C", "C", "C", "C", "C", "C", "C", "C", "C", "C", "C", "O", "C", "H", "H", "H", "H", "H", "H", "H", "H", "H", "H", "H", "H", "H", "H", "H", "H", "H", "H", "H", "H", "H", "H", "H", "H", "H", "H", "H", "H", "H", "H", "H", "H", "H", "H", "H", "H", "H", "H", "H", "H", "H", "H", "H", "H", "H", "H", "C", "C", "N", "H", "H", "H", "C", "C", "N", "H", "H", "H", "C", "C", "N", "H", "H", "H", "C", "C", "N", "H", "H", "H", "C", "C", "N", "H", "H", "H", "C", "C", "N", "H", "H", "H"], "xyz": [[0.785, -2.830, 1.206], [1.841, -2.844, 2.327], [1.406, -2.267, 3.684], [0.704, -0.896, 3.570], [1.386, 0.117, 2.629], [2.867, 0.463, 2.901], [3.787, 0.291, 1.677], [3.856, 1.525, 0.734], [3.697, 1.030, -0.999], [2.233, 1.579, -1.878], [0.959, 1.639, -1.010], [0.611, 3.043, -0.494], [-0.888, 3.182, -0.192], [-1.278, 2.779, 1.243], [-2.368, 1.703, 1.318], [-3.131, 1.671, 2.656], [-4.656, 1.709, 2.510], [-5.235, 0.369, 2.022], [-5.585, 0.357, 0.527], [-5.743, -1.034, -0.116], [-4.859, -2.121, 0.467], [-3.511, -1.683, 0.401], [-2.573, -2.626, 0.879], [-0.107, -2.259, 1.476], [1.179, -2.348, 0.303], [0.449, -3.839, 0.957], [2.728, -2.299, 2.009], [2.184, -3.868, 2.489], [0.740, -2.968, 4.196], [2.300, -2.168, 4.309], [-0.305, -1.056, 3.173], [0.555, -0.461, 4.564], [0.810, 1.045, 2.661], [1.286, -0.275, 1.611], [2.919, 1.505, 3.236], [3.274, -0.130, 3.724], [4.800, 0.054, 2.010], [3.448, -0.571, 1.099], [4.811, 2.045, 0.824], [3.056, 2.240, 0.949], [3.746, -0.362, -1.070], [4.820, 1.463, -1.707], [2.434, 2.544, -2.350], [2.118, 0.855, -2.689], [1.027, 0.923, -0.182], [0.129, 1.301, -1.635], [0.925, 3.785, -1.234], [1.162, 3.265, 0.430], [-1.432, 2.552, -0.906], [-1.200, 4.210, -0.389], [-0.386, 2.410, 1.760], [-1.622, 3.667, 1.783], [-1.894, 0.728, 1.148], [-3.062, 1.847, 0.484], [-2.794, 2.500, 3.288], [-2.872, 0.754, 3.200], [-5.090, 1.960, 3.482], [-4.933, 2.506, 1.808], [-6.147, 0.149, 2.587], [-4.502, -0.412, 2.240], [-4.853, 0.932, -0.044], [-6.536, 0.890, 0.414], [-6.785, -1.370, -0.068], [-5.501, -0.954, -1.182], [-5.136, -2.340, 1.508], [-4.968, -3.048, -0.115], [-3.060, -3.440, 1.425], [-2.000, -3.060, 0.051], [-1.880, -2.122, 1.561], [0.096, -0.695, -3.619], [1.121, -1.121, -2.676], [1.921, -1.458, -1.924], [0.535, -0.539, -4.603], [-0.675, -1.461, -3.694], [-0.363, 0.233, -3.281], [3.787, -4.775, 6.984], [3.231, -5.010, 5.658], [2.787, -5.215, 4.621], [3.647, -3.734, 7.271], [3.288, -5.411, 7.713], [4.851, -5.003, 6.988], [-6.041, -4.944, -2.357], [-6.342, -5.979, -3.337], [-6.580, -6.791, -4.111], [-6.678, -4.076, -2.516], [-6.207, -5.319, -1.348], [-5.001, -4.636, -2.449], [3.427, 4.831, -5.290], [2.353, 3.906, -4.958], [1.488, 3.196, -4.700], [4.034, 4.431, -6.101], [3.028, 5.791, -5.609], [4.065, 4.999, -4.424], [4.099, -4.168, -1.788], [4.504, -5.355, -2.528], [4.824, -6.284, -3.120], [3.437, -3.551, -2.392], [3.571, -4.449, -0.878], [4.974, -3.580, -1.517], [1.348, 9.269, -6.573], [2.623, 8.569, -6.484], [3.642, 8.045, -6.417], [1.519, 10.343, -6.596], [0.825, 8.976, -7.482], [0.726, 9.028, -5.713]], "forces_ev_per_a": [[0.0278, 0.2730, 0.1008], [-0.0099, -0.2310, 0.1156], [-0.0993, 0.4075, -0.2840], [0.0993, -0.1456, -0.0668], [-0.0280, -0.0285, 0.0643], [-0.0373, 0.1812, -0.0508], [0.0497, -0.0398, 0.1573], [-0.1382, -0.1721, 0.0893], [0.1379, 0.0915, -0.0812], [-0.0954, 0.2973, -0.0439], [0.0512, 0.0297, 0.0475], [0.0192, -0.0155, 0.0617], [0.1023, -0.0985, -0.0187], [-0.1596, 0.0315, -0.0600], [0.1658, -0.1626, -0.0264], [0.0634, -0.0748, -0.0046], [0.0860, -0.0811, 0.0133], [-0.0982, 0.0919, -0.1265], [-0.1599, 0.0089, 0.0503], [0.0160, -0.0475, -0.1076], [0.0118, 0.0491, -0.1697], [0.0159, 0.0098, -0.0198], [-0.1308, 0.0272, 0.1015], [0.3842, -0.1408, 0.0420], [-0.0677, -0.2927, 0.0474], [0.0485, 0.0748, -0.0571], [0.0834, 0.0888, -0.1150], [-0.0100, 0.1025, 0.0621], [0.0359, 0.0646, -0.0047], [-0.0870, -0.0965, 0.0154], [0.0353, 0.0861, 0.0855], [0.1371, -0.0319, -0.0537], [-0.0671, -0.1315, -0.0499], [0.0498, 0.0340, 0.0114], [0.1451, -0.1175, 0.0561], [-0.1007, -0.0907, -0.0893], [-0.0482, 0.0608, -0.0929], [-0.0198, -0.1007, 0.1527], [-0.1226, 0.0705, 0.0663], [0.0652, -0.0316, -0.0515], [0.0465, 0.0465, 0.0397], [0.0234, 0.0119, -0.0348], [0.0184, -0.0469, 0.0964], [0.2158, 0.3620, 0.0918], [-0.1449, 0.0380, -0.0727], [0.1148, 0.0515, 0.1133], [-0.0753, -0.0811, -0.0321], [0.0750, 0.0483, -0.1669], [-0.0378, 0.1345, 0.0281], [0.0117, -0.0727, 0.0333], [-0.0881, 0.1547, 0.1044], [0.1014, -0.0714, 0.0026], [-0.1379, 0.0383, -0.1565], [0.0125, 0.0540, 0.1419], [-0.0658, 0.0161, -0.0740], [0.0142, 0.1336, 0.0344], [0.0102, 0.0395, -0.0902], [-0.0395, 0.0198, 0.1581], [0.1239, -0.1428, -0.0032], [-0.1309, 0.0294, 0.0525], [0.0550, -0.1175, 0.1334], [0.1380, 0.0455, -0.1212], [0.1073, -0.0323, 0.1171], [-0.0819, 0.0192, 0.0457], [0.0523, -0.0201, -0.0640], [-0.0793, 0.0374, 0.0914], [0.0369, 0.0462, 0.0010], [-0.0356, 0.0337, 0.0421], [-0.2907, -0.0624, -0.1151], [-0.0666, -0.0684, -0.0977], [-0.2016, -0.4265, 0.0147], [-0.0969, -0.0751, -0.1424], [0.0159, 0.0219, -0.0024], [0.0124, -0.0216, 0.0233], [0.0181, -0.0272, -0.0660], [0.0306, 0.0187, 0.0618], [-0.0155, -0.0794, 0.0298], [0.0089, 0.0548, -0.0341], [-0.0038, -0.0008, -0.0106], [-0.0089, -0.0068, -0.0134], [-0.0022, -0.0021, -0.0135], [0.0430, 0.1025, 0.0922], [-0.0218, 0.0084, 0.0031], [0.0065, -0.0267, -0.0296], [-0.0188, -0.0207, -0.0248], [-0.0136, -0.0357, -0.0179], [0.0019, -0.0166, -0.0122], [0.1182, 0.0480, -0.0687], [-0.0809, 0.0866, -0.0505], [0.0807, -0.1175, 0.1409], [-0.0175, -0.0304, 0.0039], [-0.0250, -0.0111, 0.0047], [-0.0140, -0.0149, 0.0090], [-0.0431, 0.0853, 0.0943], [0.0079, 0.0170, -0.0081], [0.0084, -0.0301, -0.0208], [-0.0105, -0.0286, -0.0225], [0.0063, -0.0301, -0.0079], [0.0294, -0.0392, -0.0049], [-0.0670, 0.0218, -0.0251], [0.0618, 0.1198, -0.0236], [-0.0811, -0.1227, 0.0541], [0.0181, -0.0036, 0.0008], [0.0102, -0.0059, -0.0018], [0.0099, -0.0057, 0.0029]], "e_homo_ev": -11.721, "energy_ha": -2040.5878, "homo_lumo_gap_ev": 9.395, "charge": 1, "multiplicity": 1}

Record 8
{"formula": "C23H19N2O7STa", "method": "the ωB97M-V functional and the def2-TZVPD basis", "species": ["Ta", "O", "C", "O", "C", "C", "C", "C", "C", "O", "C", "C", "O", "O", "H", "H", "H", "H", "H", "H", "H", "H", "O", "S", "O", "N", "C", "C", "C", "C", "C", "C", "C", "C", "N", "C", "C", "C", "C", "C", "C", "C", "H", "H", "H", "H", "H", "H", "H", "H", "H", "H", "H"], "xyz": [[-0.018, 0.499, 0.654], [-0.893, 2.997, 3.726], [-1.124, 2.059, 3.059], [-0.522, 1.923, 1.780], [-2.033, 0.880, 3.330], [-2.873, 0.588, 2.064], [-4.073, -0.278, 2.383], [-3.408, -1.631, 2.725], [-1.936, -1.361, 2.459], [-1.966, -0.356, 1.366], [-1.286, -0.500, 3.543], [0.212, -0.413, 3.300], [1.047, -0.064, 4.055], [0.554, -0.747, 1.961], [-2.650, 1.126, 4.190], [-3.056, 1.444, 1.420], [-4.653, 0.142, 3.202], [-4.722, -0.358, 1.515], [-3.561, -1.937, 3.758], [-3.773, -2.430, 2.084], [-1.351, -2.217, 2.142], [-1.435, -0.865, 4.557], [-1.232, 0.598, -1.011], [-0.220, 0.366, -2.142], [0.139, 1.524, -2.875], [0.924, -0.174, -1.117], [2.293, 0.142, -1.333], [3.085, -0.282, -2.363], [4.426, 0.153, -2.429], [4.941, 0.997, -1.485], [4.126, 1.467, -0.426], [4.551, 2.376, 0.563], [3.663, 2.816, 1.517], [2.353, 2.353, 1.501], [1.909, 1.475, 0.592], [2.793, 1.032, -0.370], [-0.821, -0.899, -3.157], [-1.045, -0.604, -4.497], [-1.534, -1.613, -5.310], [-1.783, -2.873, -4.783], [-1.547, -3.149, -3.438], [-1.061, -2.158, -2.609], [2.695, -0.957, -3.114], [5.050, -0.193, -3.241], [5.971, 1.325, -1.540], [5.574, 2.732, 0.556], [3.957, 3.522, 2.279], [1.638, 2.701, 2.234], [-0.843, 0.385, -4.885], [-1.719, -1.412, -6.356], [-2.163, -3.655, -5.427], [-1.738, -4.137, -3.044], [-0.858, -2.360, -1.565]], "forces_ev_per_a": [[0.1766, -0.5640, 0.2193], [0.0061, -0.0160, 0.0391], [0.0441, -0.1431, -0.0063], [0.1118, -0.0007, -0.2885], [-0.0696, 0.0845, -0.0349], [0.0047, 0.0438, 0.1119], [0.0082, 0.0049, -0.0138], [0.0083, -0.0041, -0.0164], [0.0032, 0.0091, 0.1089], [-0.0432, -0.0351, -0.1700], [-0.0105, -0.0512, -0.0159], [0.0391, -0.0525, 0.1021], [-0.0450, -0.0415, 0.0240], [-0.1433, 0.4302, -0.3263], [0.0126, 0.0179, 0.0013], [-0.0074, -0.0063, -0.0097], [0.0018, 0.0000, 0.0023], [0.0023, -0.0010, -0.0010], [0.0016, 0.0018, 0.0008], [-0.0028, 0.0035, 0.0008], [0.0008, 0.0062, -0.0168], [0.0141, -0.0012, -0.0009], [-0.3111, 0.0543, 0.2274], [0.2191, -0.0929, -0.2399], [-0.0313, -0.0128, -0.0477], [-0.1942, 0.2016, 0.3120], [0.0697, 0.1343, -0.1519], [-0.0171, -0.1005, 0.0781], [0.0368, 0.0056, 0.0026], [0.0049, -0.0079, -0.0078], [-0.0535, -0.0176, -0.0021], [-0.0131, 0.0129, 0.0289], [0.0550, 0.0137, -0.0092], [-0.0498, -0.0523, -0.0225], [0.0977, 0.1440, 0.1166], [0.0463, -0.0010, -0.0588], [0.0480, 0.0149, 0.1328], [-0.0011, 0.0641, -0.0305], [-0.0170, -0.0359, -0.0247], [0.0118, 0.0333, 0.0126], [0.0046, 0.0136, 0.0082], [-0.0069, -0.0408, -0.0058], [-0.0056, 0.0088, -0.0071], [-0.0023, -0.0029, -0.0010], [0.0006, 0.0012, -0.0003], [-0.0010, 0.0057, 0.0026], [0.0037, -0.0011, 0.0000], [-0.0028, 0.0001, -0.0036], [0.0016, -0.0070, -0.0008], [-0.0019, -0.0049, -0.0018], [0.0001, 0.0014, -0.0072], [-0.0007, -0.0030, -0.0034], [-0.0040, -0.0144, -0.0061]], "e_homo_ev": -15.071, "energy_ha": -1978.8619, "homo_lumo_gap_ev": 7.429, "e_above_lowest_kj_mol": 3.72, "charge": 2, "multiplicity": 1}